Record 1
# C12H16N2O6Si

One molecule with the formula C12H16N2O6Si (wB97M-V/def2-TZVPD, the OMol25 dataset).

Each line ends with the Löwdin charge.
Element x y z (Å)
1 O 5.029 -3.081 -1.872  0.03
2 N 5.269 -2.384 -0.803  -0.32
3 O 6.368 -2.177 -0.334  0.11
4 C 4.112 -1.973 -0.077  -0.16
5 C 3.160 -1.280 -0.773  0.00
6 C 2.069 -0.732 -0.185  0.01
7 C 1.891 -0.862 1.224  -0.23
8 O 0.849 -0.236 1.842  0.00
9 Si -0.457 0.338 1.029  0.35
10 O -0.872 -0.808 -0.210  -0.17
11 C -1.049 -0.471 -1.589  -0.22
12 C -2.518 -0.099 -1.729  -0.20
13 N -2.831 0.929 -0.768  -0.13
14 C -3.562 0.509 0.520  -0.12
15 C -2.977 0.942 1.832  -0.26
16 O -1.703 0.471 2.146  -0.11
17 C -2.107 2.291 -1.046  -0.07
18 C -1.145 2.742 0.105  -0.23
19 O -0.106 1.824 0.336  -0.12
20 C 2.818 -1.671 1.896  -0.02
21 C 3.886 -2.106 1.300  -0.02
22 H 3.396 -1.055 -1.782  0.12
23 H 1.388 0.020 -0.570  0.09
24 H -0.630 -1.300 -2.240  0.14
25 H -0.321 0.335 -1.772  0.09
26 H -3.055 -1.010 -1.642  0.11
27 H -2.702 0.211 -2.723  0.10
28 H -3.817 -0.557 0.483  0.12
29 H -4.573 1.005 0.492  0.12
30 H -2.895 2.050 1.823  0.10
31 H -3.583 0.704 2.727  0.14
32 H -2.811 3.020 -1.427  0.11
33 H -1.425 2.165 -1.886  0.11
34 H -0.811 3.776 -0.229  0.14
35 H -1.555 2.970 1.105  0.10
36 H 2.646 -1.851 2.962  0.14
37 H 4.624 -2.648 1.835  0.12

Computed properties:
SMILES string: O=[N+]([O-])c1ccc(O[Si]23OCCN(CCO2)CCO3)cc1
energy above the lowest of the compared OMol25 structures with the same formula, charge and spin: 175.6 kJ/mol
LUMO energy: -0.32 eV
E_HOMO: -0.31724 Eh

---

Record 2
# C4H6O2

A 2-piece molecular cluster, C4H6O2 overall (wB97M-V/def2-TZVPD, the OMol25 dataset).

Each line ends with the Löwdin charge.
Element x y z (Å)
1 C -1.556 -1.650 -0.487  0.02
2 C -0.450 -0.958 -0.408  -0.03
3 C 0.642 -0.279 -0.298  -0.29
4 C 1.979 0.035 0.122  -0.03
5 O 1.146 0.953 -0.645  -0.01
6 H -1.749 -2.328 -1.315  0.06
7 H -2.326 -1.579 0.280  0.06
8 H 2.162 0.339 1.150  0.12
9 H 2.830 -0.360 -0.427  0.12
10 O -0.941 2.135 1.024  -0.06
11 H -0.162 2.110 0.449  0.01
12 H -1.576 1.582 0.556  0.03

Computed properties:
SMILES string: C=C=C1CO1.O
energy above the lowest of the compared OMol25 structures with the same formula, charge and spin: 370.0 kJ/mol
LUMO energy: 0.89 eV
E_HOMO: -0.34979 Eh

---

Record 3
# C6H6NO3S

An isolated ion of composition C6H6NO3S and charge +1 (wB97M-V/def2-TZVPD, the OMol25 dataset).

Each line ends with the Löwdin charge.
Element x y z (Å)
1 C 0.079 -0.898 0.406  -0.62
2 C -3.770 -1.275 -0.752  -0.20
3 C -1.879 0.110 -0.625  -0.37
4 C 1.156 0.030 0.332  -0.60
5 C 1.534 0.984 1.489  -0.02
6 C 1.664 0.374 -1.032  -0.02
7 N -3.142 -0.252 -0.831  0.28
8 O -1.131 -0.988 0.056  0.14
9 O -1.248 1.088 -0.837  0.22
10 O -4.476 -2.174 -0.752  0.31
11 S 1.349 -1.828 0.825  1.21
12 H 0.690 0.925 2.288  0.13
13 H 2.428 0.640 2.007  0.09
14 H 1.443 2.008 1.086  0.10
15 H 2.754 0.031 -0.976  0.14
16 H 1.051 -0.160 -1.873  0.15
17 H 1.498 1.384 -0.809  0.06

Computed properties:
energy above the lowest of the compared OMol25 structures with the same formula, charge and spin: 33.0 kJ/mol
LUMO energy: -5.30 eV
E_HOMO: -0.56265 Eh
charge: +1

---

no.,gap between HOMO and LUMO (eV)
1,8.31
2,10.40
3,10.01